# 1
DFT (wB97M-V/def2-TZVPD) results for a cluster of 5 separate species, C42H37Cl3N2O19 in total in a non-equilibrium geometry.

Structure (ORCA input):
```
! wB97M-V def2-TZVPD RIJCOSX def2/J DEFGRID3
* xyz 0 1
C 0.657 -0.522 -1.687
C 0.716 0.388 -2.995
C -0.514 1.421 -2.970
C -1.251 1.424 -4.355
C -0.196 1.804 -5.495
N -2.425 2.325 -4.426
C -3.062 2.639 -3.145
O -2.972 3.655 -2.535
C -3.869 1.321 -2.894
C -4.302 0.652 -1.690
C -5.088 -0.595 -1.873
N -5.508 -1.265 -0.624
C -5.433 -1.136 -3.199
C -6.305 -2.429 -3.224
Cl -7.748 -2.289 -4.357
C -5.497 -3.775 -3.428
C -4.078 -3.622 -4.073
Cl -5.199 -4.447 -1.730
C -4.957 -0.430 -4.422
C -5.263 -0.941 -5.860
C -6.461 -0.101 -6.485
O -6.591 1.050 -6.271
Cl -7.616 -1.042 -7.541
C -4.178 0.773 -4.238
C -3.497 1.760 -5.246
O -3.758 2.040 -6.373
H 0.120 -0.025 -0.843
H 1.685 -0.761 -1.291
H 0.115 -1.485 -1.885
H 0.632 -0.316 -3.870
H 1.696 0.933 -3.006
H -0.042 2.418 -2.736
H -1.158 1.067 -2.114
H -1.521 0.342 -4.573
H -0.808 1.977 -6.426
H 0.437 0.889 -5.664
H 0.411 2.697 -5.209
H -4.061 1.082 -0.694
H -6.196 -0.609 -0.223
H -4.690 -1.140 -0.010
H -6.769 -2.496 -2.202
H -6.121 -4.563 -3.930
H -3.339 -3.129 -3.381
H -3.679 -4.670 -4.212
H -4.068 -3.155 -5.086
H -4.318 -0.823 -6.461
H -5.607 -2.007 -5.873
O 0.634 0.354 1.204
C 0.974 -0.038 2.306
C 2.376 -0.202 2.682
C 2.705 -0.649 3.897
O 3.991 -0.804 4.264
C 1.661 -0.999 4.908
O 2.004 -1.420 5.997
C 0.258 -0.811 4.538
C -0.068 -0.361 3.325
O -1.357 -0.178 2.961
H 3.122 0.053 1.941
H 3.961 -1.137 5.183
H -0.486 -1.049 5.281
H -1.323 0.151 2.042
O -1.963 -8.389 4.978
C -1.711 -7.201 5.042
C -2.449 -6.195 4.278
C -2.124 -4.902 4.369
O -2.790 -3.957 3.677
C -1.004 -4.439 5.244
O -0.731 -3.252 5.282
C -0.282 -5.439 6.026
C -0.609 -6.733 5.937
O 0.039 -7.673 6.649
H -3.255 -6.544 3.647
H -2.364 -3.110 3.913
H 0.514 -5.088 6.667
H -0.383 -8.520 6.407
O 4.792 3.788 8.381
C 5.237 3.576 7.268
C 5.711 4.645 6.390
C 6.176 4.364 5.169
O 6.620 5.331 4.344
C 6.227 2.960 4.657
O 6.642 2.750 3.532
C 5.776 1.890 5.545
C 5.314 2.170 6.766
O 4.895 1.200 7.601
H 5.666 5.656 6.771
H 6.900 4.872 3.528
H 5.834 0.877 5.170
H 4.610 1.660 8.414
O 6.123 5.401 -0.419
C 5.690 4.832 -1.404
C 6.144 5.143 -2.759
C 5.626 4.502 -3.812
O 6.030 4.769 -5.068
C 4.571 3.457 -3.648
O 4.113 2.910 -4.635
C 4.134 3.130 -2.292
C 4.654 3.768 -1.239
O 4.269 3.481 0.019
H 6.907 5.903 -2.865
H 5.506 4.178 -5.642
H 3.383 2.359 -2.185
H 4.789 4.076 0.593
*
```

The gap between HOMO and LUMO comes out at 7.522 eV. As for the structure (SMILES): CCC[C@H](C)N1C(=O)c2cc(N)c([C@@H](Cl)[C@@H](C)Cl)c(CC(=O)Cl)c2C1=O.O=C1C=C(O)C(=O)C=C1O.O=C1C=C(O)C(=O)C=C1O.O=C1C=C(O)C(=O)C=C1O.O=C1C=C(O)C(=O)C=C1O.

Here are the Löwdin charges for atoms 1 to 5, given in e: -0.12, -0.21, -0.15, -0.33, -0.03

# 2
DFT (wB97M-V/def2-TZVPD) results for a structure of composition C44H49IN5O5Sr in a non-equilibrium geometry.

Structure (ORCA input):
```
! wB97M-V def2-TZVPD RIJCOSX def2/J DEFGRID3
* xyz -1 1
Sr 1.550 -0.017 0.937
C 1.164 3.602 0.244
C 0.806 4.118 -1.138
C -0.712 4.258 -1.258
C 1.422 3.315 -2.264
C 2.114 4.067 -3.204
C 2.721 3.485 -4.297
C 2.620 2.117 -4.451
C 1.940 1.313 -3.545
C 1.929 -0.166 -3.886
C 0.546 -0.706 -4.261
C 2.559 -1.033 -2.803
C 1.337 1.913 -2.416
N 0.694 1.131 -1.451
C -0.582 0.881 -1.551
C -1.328 0.037 -0.641
N -0.823 -0.573 0.411
C -1.518 -1.661 0.943
C -1.686 -2.829 0.162
C -2.339 -3.926 0.703
C -2.820 -3.918 1.997
C -2.675 -2.772 2.753
C -2.054 -1.635 2.246
C -2.007 -0.430 3.164
C -2.286 0.901 2.465
C -0.673 -0.399 3.910
C -1.143 -2.960 -1.243
C -2.267 -3.147 -2.269
C -0.163 -4.135 -1.321
C -2.718 0.024 -1.087
C -3.889 -0.522 -0.611
C -5.083 -0.269 -1.307
C -5.138 0.490 -2.449
C -3.957 1.068 -2.971
C -3.816 1.870 -4.128
C -2.580 2.346 -4.485
C -1.415 2.099 -3.734
C -1.518 1.339 -2.594
C -2.788 0.821 -2.254
H 0.905 4.343 0.994
H 2.230 3.393 0.313
H 0.611 2.692 0.463
H 1.224 5.127 -1.229
H -1.202 3.311 -1.056
H -1.001 4.598 -2.251
H -1.062 4.981 -0.524
H 2.178 5.140 -3.073
H 3.262 4.085 -5.017
H 3.081 1.653 -5.313
H 2.557 -0.263 -4.782
H -0.091 -0.786 -3.387
H 0.656 -1.701 -4.689
H 0.059 -0.064 -4.993
H 1.913 -1.103 -1.935
H 3.526 -0.639 -2.493
H 2.712 -2.040 -3.184
H -2.476 -4.813 0.101
H -3.306 -4.793 2.406
H -3.075 -2.748 3.760
H -2.798 -0.577 3.914
H -1.440 1.201 1.847
H -2.462 1.676 3.210
H -3.173 0.827 1.836
H 0.129 -0.130 3.222
H -0.462 -1.378 4.338
H -0.706 0.330 4.717
H -0.586 -2.056 -1.501
H -2.843 -4.043 -2.049
H -1.843 -3.246 -3.267
H -2.946 -2.298 -2.271
H -0.650 -5.081 -1.086
H 0.655 -3.980 -0.620
H 0.251 -4.203 -2.326
H -3.908 -1.143 0.268
H -5.992 -0.706 -0.918
H -6.083 0.654 -2.942
H -4.681 2.106 -4.732
H -2.486 2.954 -5.375
H -0.480 2.519 -4.071
C 2.575 -0.233 4.999
C 2.800 -1.287 3.997
N 2.781 -1.128 2.694
C 3.023 -2.331 2.124
C 3.205 -3.276 3.111
N 3.076 -2.572 4.308
C 3.440 -4.711 3.058
O 3.999 -5.233 4.199
O 3.164 -5.439 2.147
C 3.027 -2.323 0.605
O 4.053 -2.594 0.005
O 1.926 -1.933 0.154
H 2.234 0.672 4.506
H 3.486 -0.012 5.554
H 1.817 -0.543 5.714
H 3.023 -2.959 5.238
H 4.348 -4.541 4.776
N 2.761 3.445 3.146
C 1.632 2.624 3.092
O 1.677 1.589 2.342
C 0.549 3.028 3.840
I 1.123 2.417 6.819
H 3.613 3.028 2.804
H 2.865 3.947 4.015
H -0.361 2.467 3.840
H 0.544 4.001 4.290
*
```

The gap between HOMO and LUMO (alpha / beta) comes out at 7.379 / 4.251 eV. The value obtained for the energy above the lowest of the compared OMol25 structures with the same formula, charge and spin is 74.83 kcal/mol.

Here are the Löwdin charges for atoms 1 to 5, given in e: 1.62, -0.08, -0.36, -0.04, -0.14

# 3
DFT (wB97M-V/def2-TZVPD) results for a cluster of 3 separate species, C6H16N2 in total in a non-equilibrium geometry.

Structure (ORCA input):
```
! wB97M-V def2-TZVPD RIJCOSX def2/J DEFGRID3
* xyz 0 1
C 0.738 0.421 0.989
C -1.747 0.729 0.109
C 0.435 -0.119 -0.228
C 2.676 -0.696 -0.335
C -2.465 -0.368 0.838
C -2.106 0.893 -1.340
N 0.629 -0.200 2.171
N 2.999 -0.195 -1.632
H 1.113 1.436 1.032
H -1.713 1.670 0.659
H 0.222 -1.119 2.230
H 0.812 0.283 3.032
H 2.555 -0.713 -2.378
H 3.991 -0.113 -1.836
H 0.046 -1.123 -0.317
H 0.579 0.466 -1.120
H 3.274 -0.237 0.448
H 2.578 -1.779 -0.203
H -2.167 -0.427 1.890
H -2.269 -1.350 0.381
H -3.563 -0.254 0.833
H -1.517 1.680 -1.821
H -3.169 1.149 -1.497
H -1.931 -0.034 -1.903
*
```

The gap between HOMO and LUMO (alpha / beta) comes out at 6.596 / 6.478 eV. The value obtained for the energy above the lowest of the compared OMol25 structures with the same formula, charge and spin is 131.73 kcal/mol.

Here are the Löwdin charges for atoms 1 to 5, given in e: -0.29, -0.32, -0.09, -0.21, -0.16